Formula: C44H96BrN4
Source: the OMol25 dataset
Level of theory: ωB97M-V/def2-TZVPD

The value obtained for the HOMO energy is -14.11 eV. As for the total charge: +3. The energy is -4526.2205 Eh. The calculation puts the frontier orbital gap at 8.948 eV. Its largest force on an atom is 3.20 eV/Å.

Last column: Löwdin charge in e.
Atoms and positions in Å:
C -1.892 -5.611 -6.602  -0.128
C -2.563 -4.374 -6.100  -0.259
C -1.574 -3.196 -5.871  -0.173
C -0.625 -3.361 -4.642  -0.101
N 0.346 -2.196 -4.538  -0.221
C 1.196 -2.118 -5.746  -0.119
C 2.610 -1.907 -5.240  -0.105
C 2.656 -2.908 -4.047  -0.124
C 1.333 -2.585 -3.410  -0.079
C -0.373 -0.868 -4.319  -0.093
C -1.347 -0.849 -3.093  -0.234
C -1.832 0.607 -2.958  -0.120
H -1.553 -5.599 -7.642  0.082
H -2.707 -6.387 -6.618  0.097
H -1.046 -6.034 -6.007  0.082
H -3.147 -4.586 -5.119  0.140
H -3.367 -4.086 -6.770  0.109
H -2.146 -2.294 -5.937  0.098
H -0.908 -3.135 -6.753  0.113
H -0.095 -4.287 -4.779  0.129
H -1.243 -3.282 -3.754  0.117
H 0.722 -1.323 -6.372  0.154
H 1.068 -3.039 -6.287  0.128
H 2.824 -0.911 -4.801  0.101
H 3.392 -2.110 -5.997  0.139
H 3.488 -2.646 -3.457  0.101
H 2.714 -3.938 -4.292  0.114
H 1.458 -1.721 -2.808  0.102
H 0.832 -3.445 -2.939  0.137
H -0.994 -0.705 -5.181  0.119
H 0.456 -0.168 -4.176  0.125
H -0.840 -1.054 -2.101  0.058
H -2.284 -1.512 -3.200  0.126
H -2.444 0.990 -3.750  0.075
H -0.882 1.185 -3.059  0.070
H -2.234 0.883 -2.021  0.031
C -4.910 5.433 3.816  -0.089
C -4.061 4.230 3.300  -0.252
C -4.798 2.971 2.918  -0.207
C -5.543 2.972 1.582  -0.085
N -6.507 1.758 1.383  -0.200
C -7.497 1.969 0.172  -0.062
C -8.660 1.046 0.461  -0.178
C -8.796 0.897 1.937  -0.098
C -7.487 1.641 2.496  -0.083
C -5.671 0.470 1.165  -0.096
C -4.620 0.590 0.024  -0.221
C -3.861 -0.737 -0.032  -0.081
H -4.342 6.402 3.739  0.096
H -5.199 5.254 4.839  0.069
H -5.796 5.665 3.241  0.057
H -3.381 4.031 4.134  0.113
H -3.426 4.602 2.485  0.109
H -5.397 2.841 3.842  0.129
H -4.135 2.141 2.943  0.095
H -4.863 3.045 0.738  0.117
H -6.176 3.919 1.527  0.152
H -7.122 1.731 -0.824  0.127
H -7.762 3.027 0.218  0.136
H -8.401 0.067 0.058  0.114
H -9.604 1.303 -0.027  0.139
H -8.747 -0.162 2.251  0.130
H -9.586 1.464 2.391  0.115
H -6.918 1.059 3.237  0.132
H -7.494 2.653 2.873  0.126
H -6.310 -0.327 0.923  0.110
H -5.130 0.287 2.114  0.138
H -3.935 1.447 0.157  0.109
H -5.238 0.844 -0.817  0.093
H -4.508 -1.682 0.088  0.114
H -3.026 -0.657 0.685  0.066
H -3.322 -0.899 -1.014  0.064
C 1.091 -4.416 7.015  -0.082
C 2.319 -4.558 6.104  -0.223
C 2.580 -3.399 5.083  -0.181
C 1.482 -3.372 4.089  -0.146
N 1.706 -2.421 2.938  -0.213
C 1.775 -0.933 3.223  -0.077
C 0.327 -0.585 3.817  -0.062
C -0.572 -1.580 2.991  -0.149
C 0.377 -2.445 2.203  -0.142
C 2.806 -2.987 2.121  -0.125
C 3.451 -2.056 1.114  -0.243
C 4.388 -2.691 0.110  -0.079
H 0.236 -4.765 6.536  0.049
H 0.919 -3.359 7.262  0.085
H 1.319 -4.933 7.906  0.068
H 2.194 -5.504 5.516  0.125
H 3.205 -4.647 6.695  0.099
H 3.630 -3.532 4.725  0.125
H 2.583 -2.437 5.651  0.130
H 0.530 -3.184 4.503  0.114
H 1.385 -4.348 3.604  0.148
H 1.937 -0.448 2.245  0.045
H 2.628 -0.797 3.785  0.101
H 0.057 0.449 3.769  0.100
H 0.393 -0.868 4.883  0.111
H -1.158 -1.083 2.237  0.075
H -1.258 -2.240 3.525  0.117
H 0.547 -1.969 1.245  0.050
H 0.058 -3.471 2.115  0.136
H 2.341 -3.837 1.626  0.140
H 3.499 -3.509 2.780  0.126
H 3.934 -1.248 1.766  0.114
H 2.723 -1.489 0.547  0.031
H 5.227 -3.193 0.562  0.081
H 4.826 -1.898 -0.481  0.066
H 3.902 -3.395 -0.542  0.072
C 3.117 1.485 -3.114  -0.134
C 2.785 2.970 -3.136  -0.231
C 3.686 3.869 -2.199  -0.159
C 3.417 3.550 -0.738  -0.125
N 4.541 3.726 0.231  -0.221
C 3.933 3.885 1.570  -0.148
C 3.537 5.326 1.736  -0.101
C 4.177 6.020 0.464  -0.119
C 5.203 5.064 -0.063  -0.084
C 5.632 2.602 0.314  -0.069
C 5.141 1.243 0.811  -0.247
C 6.321 0.333 1.081  -0.091
H 2.793 0.949 -2.232  -0.005
H 4.172 1.270 -3.308  0.083
H 2.500 1.063 -3.957  0.063
H 1.705 3.073 -3.009  0.109
H 2.987 3.358 -4.162  0.122
H 3.470 4.864 -2.516  0.105
H 4.767 3.635 -2.477  0.140
H 3.201 2.462 -0.628  0.090
H 2.524 4.038 -0.276  0.157
H 4.712 3.657 2.323  0.146
H 3.145 3.117 1.662  0.140
H 3.988 5.684 2.670  0.125
H 2.472 5.539 1.779  0.118
H 4.706 6.917 0.705  0.117
H 3.454 6.349 -0.237  0.106
H 6.193 5.161 0.366  0.146
H 5.253 5.028 -1.155  0.112
H 6.360 2.928 1.035  0.126
H 6.118 2.460 -0.654  0.144
H 4.508 0.794 0.082  0.086
H 4.614 1.279 1.745  0.100
H 6.887 0.688 1.936  0.082
H 7.119 0.286 0.283  0.108
H 5.984 -0.703 1.275  0.061
Br 0.713 0.455 -0.107  -0.231